The following is a DFT calculation (ωB97M-V/def2-TZVPD) of a molecular structure, C25H35Cl2N4O3SeSn.

Geometry as XYZ:
```
71
Properties=species:S:1:pos:R:3:forces:R:3:mulliken_charge:R:1
Sn 0.3969 -0.7967 -0.4068 0.962 0.860 1.706 0.72
Se -2.0853 -0.0202 0.6972 -2.155 1.777 0.632 -0.23
Cl -1.0915 -2.7261 -0.5947 -1.504 -2.008 -0.595 -0.61
Cl 2.4150 0.6338 -0.2508 2.119 1.335 -0.742 -0.51
O 0.3216 -0.3941 -2.5242 -2.525 -0.185 -2.461 -0.67
O -0.3416 2.3674 -0.1302 0.974 1.265 -1.196 -0.49
O 1.7745 -2.1906 -0.9682 0.221 -0.765 -1.186 -0.54
N -0.9585 -1.5948 -3.9662 -0.291 -0.549 -0.303 0.29
N -3.4108 2.5467 0.2575 -0.012 0.608 -0.247 0.19
N 1.5062 3.7044 -0.4018 -0.294 0.239 0.174 0.37
N -3.3218 1.9750 2.3611 0.223 0.784 0.368 0.29
C -5.8956 5.0508 1.4778 0.046 0.076 0.056 -0.49
C 0.5791 2.8135 -0.8313 -0.606 -0.806 0.855 -0.09
C -2.8948 1.6097 1.1086 -0.359 -2.019 0.072 -0.51
C 1.4928 -0.6646 2.3478 -0.048 0.825 0.783 0.52
C -4.1880 3.4731 0.9554 -0.267 -0.124 -1.339 0.30
C 2.5933 -4.7316 -1.4264 0.306 0.477 -0.118 -0.40
C 1.7542 -1.8694 1.8889 -0.562 0.598 -0.844 0.38
C -0.8395 -0.7300 -2.9765 2.452 0.323 1.108 0.01
C -4.0968 3.1367 2.2872 -0.257 -0.988 1.466 1.10
C 4.7610 -3.9718 -0.5980 -0.374 -0.525 -0.515 -0.45
C 1.4190 4.3219 0.9162 0.079 0.095 -0.332 -0.97
C -3.1203 1.2091 3.5792 0.188 0.095 -0.157 -0.93
C -5.1104 4.4092 0.5042 0.167 0.216 0.412 -0.72
C 1.2040 -0.2298 3.7760 0.324 -0.334 0.570 -1.45
C 2.6134 4.1008 -1.2433 -0.105 -0.059 -0.270 -0.92
C 2.6744 -2.6148 -0.1539 1.642 1.084 0.271 -0.36
C -5.7771 4.7361 2.8414 0.392 -0.326 0.032 -0.56
C 0.2389 -2.2387 -4.5443 -0.069 -0.012 0.585 -0.83
C -2.2569 -2.2617 -4.1711 0.118 0.112 0.008 -0.84
C 2.0274 -3.1916 2.3979 0.019 -0.567 1.609 -1.34
C 3.2251 -5.6312 -2.2738 0.227 0.149 0.103 -0.59
C 4.6346 -5.7136 -2.2897 -0.433 -0.049 -0.154 -0.34
C -4.8762 3.7406 3.2794 -0.025 0.592 -0.994 -0.97
C 3.3624 -3.8250 -0.6404 -0.383 -0.494 0.068 0.32
C 5.3907 -4.9077 -1.4442 -0.310 0.360 0.431 -0.51
H 3.1141 -3.2857 2.5018 0.014 -0.228 -0.064 0.27
H -3.1884 0.1331 3.3605 0.051 0.384 -0.037 0.35
H -0.0916 -2.7866 -5.4309 0.169 0.119 0.123 0.38
H 1.5198 0.2400 1.7100 -0.175 -0.941 0.333 -0.12
H 1.6789 -4.0172 1.7831 -0.165 0.069 -0.074 0.23
H 0.7842 3.7243 1.5700 0.090 -0.030 -0.129 0.24
H 0.7306 2.4678 -1.8859 0.014 0.258 0.628 0.31
H -2.1934 -2.8315 -5.1162 -0.237 0.340 0.522 0.28
H 3.2036 -1.9217 0.5418 0.200 -0.454 -1.384 0.71
H 2.3420 4.9762 -1.8558 0.242 -0.043 0.132 0.32
H 5.1295 -6.3867 -2.9930 -0.115 0.165 0.216 0.34
H 5.3357 -3.2894 0.0156 0.084 0.022 -0.066 0.37
H 0.1223 -0.0987 3.9559 0.274 -0.310 -0.074 0.14
H 1.5040 -4.5915 -1.4250 0.500 -0.104 -0.066 0.34
H 0.9723 -1.4736 -4.8144 -0.153 -0.161 0.098 0.24
H 1.6333 0.7759 3.9322 0.062 -0.411 0.079 0.35
H 3.4758 4.3555 -0.6029 -0.302 -0.214 -0.398 0.29
H -5.1953 4.6066 -0.5624 -0.143 0.094 0.247 0.37
H -3.0332 -1.4900 -4.2346 0.064 -0.274 -0.109 0.32
H -2.4975 -2.9294 -3.3239 0.244 0.192 -0.379 0.28
H 6.4796 -4.9563 -1.4885 -0.246 -0.017 0.108 0.34
H 2.8755 3.2694 -1.9152 0.041 0.252 0.317 0.29
H 0.9934 5.3398 0.8355 0.115 -0.284 0.094 0.31
H 1.6093 -3.3079 3.3994 -0.065 -0.341 0.466 0.48
H 0.7104 -2.9362 -3.8192 -0.302 0.439 -0.305 0.25
H -6.3943 5.2630 3.5734 0.175 -0.198 -0.273 0.35
H -3.2578 2.5262 -0.7477 0.048 -0.087 0.664 0.20
H -3.8988 1.5044 4.2851 0.060 -0.158 -0.040 0.32
H -2.1395 1.4290 4.0251 -0.219 -0.143 -0.163 0.24
H -1.7494 -0.3463 -2.4759 0.212 -0.236 -0.396 0.37
H -4.7690 3.4424 4.3132 -0.164 0.138 -0.003 0.30
H -6.6228 5.8143 1.1825 0.302 -0.322 0.030 0.34
H 2.4352 4.4079 1.3344 -0.395 -0.131 -0.042 0.32
H 1.6413 -0.9431 4.5141 -0.463 0.552 -0.276 0.37
H 2.6209 -6.2090 -2.9824 0.302 0.002 0.365 0.34
```
Forces are in eV/Å.

Computed properties:
**Kohn-Sham gap (spin up / spin down)**: 4.4108 / 4.4447 eV
**E_LUMO (spin up / spin down)**: 2.43 / 2.42 eV
**Electronic energy**: -134816.806 eV
**Net charge**: -1
**HOMO level (spin up / spin down)**: -2.0 / -2.0 eV
**ΔE to the lowest compared entry with this formula, charge and spin**: 66.37 kcal/mol



The following is a DFT calculation (ωB97M-V/def2-TZVPD) of a molecular structure, C25H35FGe2N6PtSi.

Geometry as XYZ:
```
71
Properties=species:S:1:pos:R:3:forces:R:3:mulliken_charge:R:1
Pt 0.2000 -0.3940 0.1868 -0.030 0.127 0.011 1.23
Ge 0.6245 1.9333 -0.6438 0.007 -0.128 0.019 -0.68
Ge 0.1534 3.3840 1.2613 -0.020 -0.064 -0.004 0.70
Si -2.0246 -2.4400 -0.9041 -0.022 0.007 0.018 0.10
F -0.6307 -0.2235 2.8991 -0.016 -0.032 0.005 0.02
N 1.7637 -1.7336 0.8333 -0.046 0.027 0.043 -0.01
N 3.7473 -2.6132 1.1502 0.005 0.018 0.039 -0.92
N 2.9872 -4.7324 1.8493 -0.021 0.015 -0.023 -0.60
N -1.4208 -1.6873 0.6345 0.086 0.076 -0.090 -0.21
N 1.5721 -2.9580 1.2894 -0.085 -0.025 -0.047 -0.57
N 2.7651 -3.4246 1.4620 0.041 0.009 0.011 1.19
C -0.4161 2.2374 -2.2501 0.050 0.063 -0.014 0.40
C 4.1230 0.2559 -2.3117 -0.016 -0.003 -0.009 -0.79
C 0.5886 5.2166 0.7528 0.016 0.029 -0.021 -1.24
C -1.8626 -1.9842 1.8575 -0.011 -0.074 0.008 0.94
C -1.9773 2.6700 -4.5228 -0.017 0.006 -0.022 -0.51
C -2.7706 -2.6384 4.4661 -0.009 -0.019 -0.008 -0.37
C -3.2125 -3.3746 3.3612 0.002 0.006 0.006 -1.14
C -3.8701 -2.1934 -0.9973 0.012 0.016 -0.019 -1.06
C 0.1838 2.4385 -3.4939 -0.049 -0.001 -0.014 -0.17
C -1.8101 2.2754 -2.1608 -0.009 -0.032 0.022 -0.30
C 2.4885 1.5288 -1.0547 -0.007 -0.073 0.011 0.23
C -1.7524 3.1756 1.6290 -0.026 0.009 -0.006 -1.06
C -0.5939 2.6512 -4.6236 0.034 0.010 0.004 -0.68
C 3.5211 2.0108 -0.2449 -0.002 0.017 -0.046 -0.29
C -1.4626 -4.2159 -0.9019 0.011 0.002 0.038 -1.04
C 5.1387 0.7540 -1.5050 0.012 -0.009 0.007 -0.53
C -1.2590 -1.5613 -2.3518 0.021 0.010 0.024 -0.78
C -2.5868 2.4873 -3.2890 -0.022 -0.009 0.021 -0.69
C 3.0831 -1.5371 0.7525 0.071 -0.037 -0.023 -0.33
C -2.7797 -3.0564 2.1027 0.010 0.018 0.011 -0.35
C -1.4525 -1.2693 3.0274 0.008 0.044 -0.019 0.31
C 4.8375 1.6338 -0.4731 0.002 0.001 0.010 -0.69
C 1.2054 2.7932 2.7970 -0.004 -0.008 0.008 -1.11
C 2.8087 0.6363 -2.0856 0.003 0.032 0.014 0.04
C -1.8886 -1.5812 4.2899 0.013 0.014 0.003 -0.81
H 1.1379 1.7127 2.9186 -0.008 -0.003 0.001 0.26
H -4.2132 -2.5179 -1.9822 -0.011 -0.006 -0.016 0.39
H -2.5814 2.8374 -5.4046 -0.004 -0.001 -0.008 0.40
H 2.0204 0.2348 -2.7118 -0.010 -0.015 -0.020 0.37
H 2.2530 3.0709 2.6935 0.030 0.006 -0.001 0.43
H -0.3772 -4.2498 -0.7843 0.008 -0.023 -0.001 0.30
H -1.5410 -0.9847 5.1218 0.002 0.006 0.010 0.50
H -3.1180 -2.8858 5.4593 -0.006 -0.002 0.009 0.41
H -2.2938 2.1334 -1.1993 -0.006 -0.015 -0.010 0.40
H 6.1639 0.4574 -1.6810 0.014 0.002 -0.004 0.39
H 2.3355 -4.9576 2.5925 0.017 -0.010 0.020 0.27
H -2.3475 3.5308 0.7880 -0.014 0.013 0.015 0.39
H -3.8982 -4.1984 3.5006 -0.008 -0.007 0.007 0.44
H -1.9888 2.1271 1.8102 -0.004 -0.014 0.011 0.22
H 1.2629 2.4446 -3.5835 0.025 -0.020 -0.010 0.43
H 3.5442 -0.6257 0.4118 0.021 0.022 -0.029 0.52
H -1.7096 -4.6821 -1.8574 -0.003 0.001 -0.029 0.41
H -0.1784 -1.7021 -2.4076 0.012 -0.005 0.000 0.22
H 0.3385 5.9000 1.5647 -0.004 0.002 0.013 0.43
H 1.6523 5.3109 0.5357 0.002 0.020 -0.003 0.38
H -0.1189 2.8104 -5.5828 0.003 -0.002 -0.006 0.42
H 0.8157 3.2704 3.6966 0.006 -0.001 0.029 0.43
H 3.9454 -4.7844 2.1766 -0.001 -0.009 0.008 0.32
H -3.1188 -3.6408 1.2618 -0.013 0.003 -0.002 0.27
H -4.0990 -1.1289 -0.9110 -0.017 0.016 0.005 0.32
H -3.6658 2.5134 -3.2078 -0.003 0.004 0.002 0.41
H 4.3571 -0.4292 -3.1159 0.002 -0.008 -0.009 0.42
H -1.4695 -0.4912 -2.3567 -0.008 0.041 -0.014 0.05
H 5.6292 2.0284 0.1504 0.002 0.001 0.007 0.43
H -4.4574 -2.7246 -0.2514 0.000 -0.021 0.032 0.37
H -1.9037 -4.8209 -0.1109 0.007 -0.027 -0.002 0.36
H 3.2995 2.6989 0.5618 -0.003 0.007 0.037 0.16
H 0.0261 5.5084 -0.1332 -0.001 0.015 -0.005 0.39
H -1.6958 -1.9825 -3.2624 -0.012 -0.018 -0.013 0.45
H -2.0266 3.7528 2.5123 -0.008 0.010 0.008 0.44
```
Forces are in eV/Å.

Computed properties:
**Kohn-Sham gap (spin up / spin down)**: 8.0000 / 6.1239 eV
**E_LUMO (spin up / spin down)**: -1.95 / -5.08 eV
**Electronic energy**: -162299.424 eV
**Multiplicity**: 4
**Net charge**: +1
**HOMO level (spin up / spin down)**: -9.9 / -11.2 eV
**ΔE to the lowest compared entry with this formula, charge and spin**: 0.00 kcal/mol



Number 1: largest force on an atom 0.0687 hartree/bohr. Number 2: largest force on an atom 0.0028 hartree/bohr.